# 1
14
Properties=species:S:1:pos:R:3:forces:R:3:nbo_charge:R:1 method="wB97M-V/def2-TZVPD" e_above_lowest_kcal_mol=0.5 homo_energy_ev=-3.69 lumo_ev=2.345 charge=-1
Sr -0.8598 0.6817 0.7749 -0.024 -0.029 0.281 1.751
N 1.0850 -0.3956 -0.7777 0.102 -0.059 0.098 -0.896
C 0.4734 -0.8610 -2.0381 -0.065 0.090 -0.001 -0.345
C -0.6429 0.1045 -2.5110 0.162 -0.093 -0.025 0.766
O -0.8079 0.2386 -3.7161 -0.035 -0.023 0.002 -0.680
O -1.2988 0.6435 -1.5578 -0.134 0.122 -0.136 -0.917
H 1.6949 0.3921 -0.9759 0.014 -0.025 -0.018 0.366
H 1.6818 -1.1136 -0.3808 -0.026 0.007 -0.004 0.372
H -0.0112 -1.8221 -1.8520 0.044 -0.022 0.034 0.200
H 1.2036 -1.0026 -2.8359 -0.047 0.039 -0.047 0.189
S -0.5463 0.8509 5.6257 0.018 0.004 0.327 -0.206
C -0.6293 0.7840 3.9749 0.005 -0.021 0.075 -0.514
S -1.3236 -0.6455 3.2226 -0.004 0.019 -0.274 -0.542
S -0.0189 2.1450 3.0473 -0.008 -0.008 -0.312 -0.543

# 2
15
Properties=species:S:1:pos:R:3:forces:R:3:nbo_charge:R:1 method="wB97M-V/def2-TZVPD" e_above_lowest_kcal_mol=84.4 homo_energy_ev=-7.89 lumo_ev=-0.085 smiles="CC1=C=NC(C)=CS1"
C -1.2116 -1.6917 2.0548 -4.769 1.523 -3.167 -0.608
C -1.2007 -0.9370 0.6360 -0.247 -1.411 1.102 -0.278
C -1.3816 0.3294 0.2935 1.086 0.091 -0.344 0.314
N -0.9486 1.2187 -0.4827 -1.747 -0.319 0.688 -0.456
C 0.2690 0.8300 -1.0378 0.852 -3.696 -0.388 0.165
C 1.2306 1.8980 -1.0678 0.573 0.308 -4.255 -0.645
C 0.4278 -0.4948 -1.4111 -1.314 1.471 1.133 -0.430
S -0.7332 -1.7532 -0.9040 -0.229 0.761 0.916 0.340
H -1.7676 -1.0374 2.7768 0.702 -0.547 -0.572 0.227
H -0.2524 -1.8785 2.3463 2.410 -0.927 0.828 0.220
H -1.9067 -2.5803 1.8394 1.491 0.891 0.788 0.227
H 0.7644 2.6427 -1.7010 -0.111 0.486 -0.571 0.232
H 2.2258 1.7731 -1.4952 -0.096 -0.529 0.467 0.226
H 1.1782 2.3849 -0.1974 0.580 1.591 3.756 0.229
H 1.1785 -0.9488 -2.0098 0.819 0.308 -0.381 0.236

# 3
6
Properties=species:S:1:pos:R:3:forces:R:3:nbo_charge:R:1 method="wB97M-V/def2-TZVPD" e_above_lowest_kcal_mol=55.4 homo_energy_ev=-10.09 lumo_ev=-0.215
C 2.2885 0.9533 -0.4841 0.131 -0.181 0.082 -0.162
P -1.3727 -0.5649 -0.3100 -0.260 -0.430 -0.611 0.032
S 2.9099 -0.3200 0.0845 -0.021 0.192 -0.089 0.166
H -1.8843 0.7285 -0.3910 -0.239 0.414 -0.126 -0.005
H -1.7996 -0.7049 1.0013 -0.274 -0.170 0.602 -0.013
H -0.1418 -0.0920 0.0993 0.662 0.175 0.143 -0.018